(1)
The following is a quantum chemistry calculation of C24H50BClF4P2ReSi2 as an isolated structure at a distorted geometry, from OMol25.

Each line ends with the Mulliken spin population.
CARTESIAN COORDINATES (ANGSTROEM)
C  3.9048  2.6439  -1.6805  -0.0005
C  -0.0736  -4.3142  3.0505  0.0069
H  -0.7695  -1.5918  -2.5713  0.0031
H  -0.9234  3.2791  -1.9523  0.0033
H  -1.9125  5.4851  -0.0420  0.0007
C  -0.7721  -3.1016  2.4698  0.0693
H  2.0594  -2.8921  1.1683  0.0048
H  -0.9331  -3.5688  -1.3601  0.0049
F  1.5502  0.7219  3.0519  0.0069
H  -3.2269  3.0962  0.0853  -0.0004
H  4.2089  2.1182  -0.7741  -0.0015
C  1.3776  3.4178  -0.1166  0.0040
H  -0.7746  1.1205  -2.8113  0.0005
Si  2.0257  2.7531  -1.7801  0.0220
H  -2.8467  1.9977  -1.2576  -0.0032
C  -0.5873  -1.9308  3.4319  -0.0213
Re  -0.0604  -0.0206  -0.3442  1.5714
H  -1.8486  -3.2567  2.3917  0.0045
F  -0.9977  0.4534  4.1234  -0.0005
H  -1.0580  -2.1136  4.4385  -0.0006
C  -1.3748  3.5813  -0.9962  0.0005
H  1.4036  -4.4570  0.6749  -0.0009
H  4.3056  -2.5114  -2.1272  -0.0001
H  -1.1829  -1.1733  3.0450  0.0084
C  -0.0715  4.7844  2.2622  0.0051
C  -0.7704  3.4856  1.8933  0.0416
H  4.3183  -3.8742  -0.9860  -0.0002
H  -0.1635  -5.1873  2.4126  0.0009
H  -1.8852  5.4990  -1.8067  0.0000
H  -1.8917  -5.7306  -0.8235  -0.0002
H  0.9807  -4.1019  3.2429  0.0010
H  -0.3579  5.5475  -0.9280  -0.0001
H  4.3105  3.6570  -1.6661  -0.0001
C  1.5321  -4.3185  -2.5378  0.0027
C  -1.3661  5.1181  -0.9207  -0.0011
H  3.0860  -0.0972  -1.1571  0.0248
C  -2.1528  0.0653  0.6229  0.0886
C  -0.0259  0.5297  -2.3062  -0.1068
C  1.2828  -1.2939  -1.6548  -0.1424
H  4.2029  -2.2023  -0.3805  -0.0013
P  -0.2719  -2.5970  0.7085  0.1263
F  -0.1936  -0.0089  1.7889  0.1599
H  -3.4385  3.6345  -1.5989  -0.0006
H  1.6468  4.8650  -2.9897  0.0002
F  0.8730  -0.3238  4.9613  -0.0001
H  -2.4684  -0.6954  1.3023  0.0331
C  1.5189  3.8141  -3.2512  0.0013
H  4.2985  2.1143  -2.5488  0.0000
H  -3.2324  -3.0475  0.6253  0.0001
P  -0.2667  2.6684  0.2567  0.1235
H  1.4062  4.5041  -0.1061  -0.0008
H  0.9852  4.6080  2.4840  0.0007
H  -0.5405  -4.5437  4.0094  -0.0004
C  -1.3818  -3.7040  -0.3660  -0.0028
C  2.0413  -0.1277  -1.4845  0.2206
H  2.1848  3.5765  -4.0806  -0.0005
H  -1.9080  -5.4076  0.9122  0.0013
H  -0.3590  -5.6220  0.0404  0.0001
C  1.3782  -3.3891  0.4769  0.0165
H  -2.8171  -0.0023  -0.2273  0.0178
C  -2.8091  3.0368  -0.9305  0.0050
H  2.0638  3.0470  0.6446  0.0033
H  -1.8530  3.6286  1.7952  0.0029
C  -0.0236  -0.9204  -2.1749  -0.0790
H  0.4950  2.3492  3.2263  -0.0006
C  -1.3689  -5.2016  -0.0210  -0.0009
H  -1.0471  2.8217  3.9664  0.0000
H  2.1781  -4.2053  -3.4082  -0.0008
H  -0.5403  5.1779  3.1681  0.0000
B  0.4492  0.2460  3.9445  -0.0315
H  0.5019  -1.8385  3.5893  0.0030
Si  2.0310  -3.0171  -1.2718  0.0256
C  -0.5665  2.5163  3.0305  0.0028
H  1.6936  -5.3075  -2.1079  0.0005
H  0.4937  -4.2234  -2.8522  -0.0017
H  -1.0824  1.6179  2.7493  0.0065
Cl  -5.3244  0.1822  2.0558  0.9134
H  0.4898  3.6390  -3.5624  -0.0009
H  -2.4597  0.9327  1.1678  0.0259
H  -0.1644  5.5280  1.4792  0.0005
C  1.2791  0.9906  -1.8530  -0.1692
H  -2.8484  -2.1752  -0.8735  -0.0021
C  3.9084  -2.8820  -1.1818  -0.0004
C  -2.8146  -3.1498  -0.3867  0.0076
H  -3.4432  -3.8449  -0.9527  -0.0006

Properties
HOMO energy (spin up / spin down) = -5.427 / -7.819 eV
gap between HOMO and LUMO (spin up / spin down) = 5.8 / 4.4 eV
multiplicity = 4
electronic energy = -86231.59260 eV
<S²> = 3.773
LUMO energy (spin up / spin down) = 0.41 / -3.38 eV
charge = 0
F_max = 5.644 eV/Å
relative energy (zero: lowest compared OMol25 entry of this formula, charge and spin) = 92.30 kcal/mol

---

(2)
The following is a quantum chemistry calculation of a 7-piece molecular cluster, C51H56F7O6P overall at a distorted geometry, from OMol25.

Each line ends with the Löwdin charge.
CARTESIAN COORDINATES (ANGSTROEM)
H  0.6339  -1.3975  1.6087  0.0351
H  1.7386  -4.7626  4.4912  0.1078
H  -0.4165  -3.8756  4.4381  0.1027
H  -1.0207  9.8415  3.9618  0.1169
H  0.2151  5.6557  -2.6610  0.1187
H  1.3372  6.1689  2.8416  0.1007
C  2.9990  -4.1126  -4.5152  -0.1044
H  2.6072  3.3680  -3.7375  0.1069
C  -1.4960  -3.5775  -0.5624  -0.1419
H  1.2312  -5.2976  -4.7934  0.1072
C  5.1759  -3.8660  2.5542  -0.2239
H  2.7381  -3.9662  1.7867  0.0916
C  -2.9284  -2.4668  2.7432  -0.3027
F  4.6806  -0.5468  -4.4221  0.0416
P  -0.7302  -1.0489  1.6218  0.8244
C  2.6328  -3.6445  2.8298  -0.2038
H  4.4575  -3.4807  -1.5121  0.1158
H  1.2350  -5.2722  2.8823  0.1137
C  -3.1424  10.2385  4.0738  -0.0839
H  4.1529  -3.0243  4.2516  0.1158
F  2.5665  -4.9332  -0.5239  0.0384
H  -5.1361  -3.3506  -6.6439  0.1007
C  3.9940  -3.8338  3.5289  -0.2073
H  4.7332  -2.9890  -3.9372  0.1011
H  0.2461  4.2667  -0.5906  0.0994
C  0.1643  -3.5540  3.5720  -0.2016
H  -0.9063  5.1490  2.6875  0.0816
C  5.5405  -2.4644  2.0190  -0.2589
C  0.9777  2.3905  2.1414  -0.0251
H  3.3677  4.7518  2.5676  0.1152
C  1.2795  1.7061  -3.9966  -0.0742
C  -2.2073  8.0898  3.6727  -0.2792
H  -1.0459  -0.6854  0.2966  0.0360
C  -4.7929  -2.3951  -6.2702  -0.0943
H  0.3874  2.3059  -3.8909  0.0750
C  2.2207  2.9798  2.2406  -0.2828
O  -3.2481  -4.0912  1.0538  0.0778
H  3.9686  -4.7690  4.1017  0.1062
H  -3.4507  -0.9705  -3.4963  0.0946
H  -1.1295  2.7169  2.2562  0.1001
F  3.3222  2.2139  2.0734  0.0464
H  -2.9704  -2.2407  0.1789  0.1585
C  -1.2136  4.3912  -3.6223  -0.2958
C  -3.2263  -0.8964  4.7082  -0.2313
C  2.3254  -0.4378  -4.3636  -0.0131
F  -3.4943  1.2268  -4.8566  0.0342
F  -3.6141  -1.3421  2.2280  0.0360
H  6.5386  -2.0713  3.9142  0.0687
C  2.3752  4.3278  2.4957  -0.0187
H  0.9765  -5.8015  -2.3700  0.1156
H  -1.1605  2.2483  -0.4458  0.0869
H  4.6520  -1.8282  1.9683  0.0979
H  2.3978  -2.5732  2.7851  0.0926
C  1.1814  0.3392  -4.2201  -0.0708
C  -2.8360  -2.3016  4.2573  -0.0257
C  3.6816  1.5423  -4.0418  -0.0137
H  0.4504  -2.5048  3.7132  0.1011
C  -0.6457  -3.7263  2.2739  -0.1540
H  -5.2850  10.3176  4.1382  0.1007
C  -3.8501  -1.0690  -4.4953  -0.0123
C  -1.1774  2.8511  -1.3452  -0.0871
H  -3.0181  11.2978  4.2548  0.1043
C  3.5531  0.1881  -4.2725  -0.2781
H  -2.4368  -0.1298  4.7187  0.1164
C  -1.9899  2.4903  -2.4125  -0.0794
H  -3.5667  -2.9723  4.7245  0.1352
C  3.7622  -3.8674  -2.2456  -0.0032
H  -1.1421  -4.7032  2.3021  0.1422
C  -4.4196  -0.0396  -6.6093  -0.0149
O  -4.7528  -4.1166  2.7422  0.1864
C  -2.3542  -3.0507  0.5799  -0.2488
H  -5.2423  -1.3479  -8.0885  0.1045
C  -4.8544  -1.2699  -7.0816  -0.0837
H  4.9657  -4.5472  1.7229  0.1013
H  -0.4644  -3.2101  -0.5158  0.1230
H  0.0896  -3.7943  1.4616  0.1022
C  1.4603  -4.3934  3.5017  -0.1839
H  -0.7784  -2.0720  -2.5435  0.1023
H  -1.8512  -2.5666  4.6308  0.0978
C  1.9396  -4.8968  -4.0805  -0.0792
H  -1.4560  -4.6722  -0.5109  0.1524
C  3.9069  -3.5960  -3.5985  -0.0846
C  -2.0222  9.4364  3.9086  -0.0173
H  -5.5611  7.8969  3.7212  0.1056
C  -4.2923  -2.2918  -4.9792  -0.0738
C  -2.0126  3.2662  -3.5632  -0.0296
H  -4.4618  0.8511  -7.2216  0.1180
C  -4.4151  9.6884  4.0066  -0.0965
C  -0.3838  3.9875  -1.4263  -0.0725
C  1.2364  5.1090  2.6495  -0.0803
F  -1.1211  7.3020  3.5073  0.0435
C  2.5293  2.3022  -3.9082  -0.0671
C  -0.0267  4.5393  2.5619  -0.0911
O  -1.0177  0.0076  2.6326  -0.3978
H  6.5785  -0.6999  2.8088  0.0674
O  -4.3517  -0.6416  5.0626  0.0724
H  7.6256  -2.1085  2.5239  0.0709
O  -1.6654  -1.9406  -2.1691  -0.0404
C  6.6365  -1.7900  2.8602  -0.1109
H  -3.5578  6.4551  3.4108  0.1174
C  -1.6532  -2.6085  1.8925  -0.3824
H  0.8659  1.3391  1.9163  0.0774
H  3.1190  -3.9019  -5.5699  0.1086
C  -3.9248  0.0323  -5.3229  -0.2686
C  -4.5708  8.3291  3.7710  -0.0815
H  -4.2446  -3.1643  -4.3407  0.1062
H  -2.6390  3.0053  -4.4058  0.1014
C  -3.7752  -3.6615  2.2318  -0.3703
H  2.2703  -1.4995  -4.5518  0.0922
C  1.7857  -5.1795  -2.7293  -0.0226
C  -0.3973  4.7680  -2.5732  -0.0204
C  2.7041  -4.6567  -1.8416  -0.2851
O  -2.0619  -3.2774  -1.8268  -0.1185
F  -1.2267  5.1449  -4.7394  0.0601
H  0.2063  -0.1264  -4.2903  0.0992
C  -3.4600  7.5158  3.5989  -0.0147
H  5.9207  -2.5815  0.9979  0.0944
H  -2.6066  1.6031  -2.3544  0.0987
H  6.0488  -4.2609  3.0884  0.1066
C  -0.1518  3.1767  2.3151  -0.0863
H  4.6660  1.9859  -3.9755  0.1182

Properties
HOMO energy = -9.078 eV
gap between HOMO and LUMO = 9.3 eV
electronic energy = -94388.39884 eV
SMILES = CCCCCCCC[C@@]1([PH2]=O)[C@@H](COO)OC(=O)[C@@]1(F)CC=O.Fc1ccccc1.Fc1ccccc1.Fc1ccccc1.Fc1ccccc1.Fc1ccccc1.Fc1ccccc1
LUMO energy = 0.21 eV
charge = 0
F_max = 1.569 eV/Å

---

(3)
The following is a quantum chemistry calculation of the molecule C4H10O2 at a distorted geometry, from OMol25.

Each line ends with the natural charge from an NBO analysis.
CARTESIAN COORDINATES (ANGSTROEM)
H  1.7059  0.6745  -0.4761  0.1780
O  -0.3118  -2.0894  -0.0868  -0.7099
C  -0.3422  1.2012  -0.0301  -0.4784
O  1.6250  0.8356  1.5741  -0.7180
H  -0.6249  2.2798  -0.2468  0.2340
C  1.1137  1.1955  0.2193  -0.0898
H  -0.9643  1.2030  0.8751  0.2329
H  0.0947  -1.6337  0.6773  0.4451
H  -1.6652  0.5625  -1.8643  0.2252
H  1.5466  2.1731  0.1290  0.1866
H  -2.0849  -1.2216  0.1334  0.1574
C  -0.8542  0.1468  -1.1294  -0.4418
C  -1.2735  -1.2310  -0.6406  -0.0696
H  -1.5076  -1.8815  -1.5076  0.1894
H  1.3075  0.0059  1.7966  0.4447
H  -0.1766  -0.0069  -1.9301  0.2142

Properties
HOMO energy = -10.392 eV
gap between HOMO and LUMO = 11.1 eV
electronic energy = -8403.31622 eV
SMILES = OCCCCO
LUMO energy = 0.73 eV
charge = 0
F_max = 3.238 eV/Å
relative energy (zero: lowest compared OMol25 entry of this formula, charge and spin) = 51.44 kcal/mol

---

(4)
The following is a quantum chemistry calculation of C3H3FHgO3 as an isolated structure at a distorted geometry, from OMol25.

Each line ends with the Mulliken spin population.
CARTESIAN COORDINATES (ANGSTROEM)
O  -0.8587  -1.0394  0.3908  0.0373
C  0.9787  0.2578  -0.2367  -0.0099
O  -0.0878  1.0697  -0.3902  0.0235
C  0.4310  -1.1702  -0.1900  0.0189
H  1.7518  0.4061  -1.0048  0.0011
F  1.6117  0.5297  1.0028  0.0028
C  -1.4863  0.0531  -0.1204  0.8880
H  1.0316  -1.8351  0.4374  0.0073
H  0.3494  -1.5684  -1.2124  -0.0105
O  -2.3677  0.6576  0.5168  0.1242
Hg  -1.3538  2.6391  0.8068  0.9173

Properties
HOMO energy (spin up / spin down) = -7.474 / -10.742 eV
gap between HOMO and LUMO (spin up / spin down) = 7.9 / 7.9 eV
multiplicity = 3
electronic energy = -16190.55946 eV
<S²> = 2.006
LUMO energy (spin up / spin down) = 0.40 / -2.80 eV
charge = 0
F_max = 1.024 eV/Å
relative energy (zero: lowest compared OMol25 entry of this formula, charge and spin) = 2.33 kcal/mol

---

What is the formula in the fourth record?
C3H3FHgO3